1.
Molecular formula: C7H19NO
Method: DFT, wB97M-V/def2-TZVPD

```
28
Properties=species:S:1:pos:R:3
C 1.20 2.66 0.59
C 0.34 2.33 -0.63
N 0.25 0.90 -0.87
C -0.84 0.58 -1.77
C 1.49 0.34 -1.36
H 2.25 2.46 0.40
H 0.88 2.07 1.44
H 1.09 3.72 0.83
H 0.72 2.87 -1.52
H -0.68 2.69 -0.44
H -0.87 -0.50 -1.91
H -1.78 0.91 -1.33
H -0.73 1.05 -2.76
H 2.29 0.51 -0.64
H 1.37 -0.74 -1.49
H 1.80 0.77 -2.33
C -1.82 -1.37 1.74
C -0.31 -1.34 1.51
C 0.23 -2.61 0.73
O -0.30 -2.74 -0.56
H -2.14 -0.49 2.29
H -2.11 -2.26 2.32
H -2.36 -1.39 0.80
H 0.21 -1.27 2.46
H -0.06 -0.46 0.91
H 1.31 -2.52 0.61
H -0.15 -3.37 1.45
H -1.26 -2.77 -0.49
```

The SMILES is CCN(C)C.CCCO. The value obtained for the LUMO energy is 0.9 eV. The value obtained for the energy relative to the best compared isomer or geometry (same formula, charge and spin) is 108.06 kJ/mol. The HOMO energy comes out at -8.41 eV.

=====

2.
Molecular formula: C7H19NO3
Method: DFT, wB97M-V/def2-TZVPD

```
30
Properties=species:S:1:pos:R:3
C 0.45 1.32 2.67
C -0.40 0.36 2.36
C -0.25 -0.73 1.39
C -0.98 -0.75 0.28
C -1.25 -2.07 -0.48
C -1.82 0.38 -0.22
C -1.06 1.73 -0.46
N -1.89 2.62 -1.31
H 1.31 1.43 1.99
H 0.19 2.08 3.41
H -1.44 0.31 2.73
H 0.35 -1.61 1.58
H -0.96 -2.85 0.20
H -2.22 -1.98 -0.95
H -0.63 -2.10 -1.39
H -2.46 0.19 -1.09
H -2.56 0.57 0.56
H -0.09 1.44 -0.86
H -0.87 2.33 0.43
H -1.42 3.12 -2.05
H -2.66 2.07 -1.67
O 1.84 -1.05 -1.91
H 1.34 -0.23 -2.05
H 2.55 -0.65 -1.37
O 1.32 -3.16 -0.45
H 1.02 -2.40 -0.99
H 2.28 -2.97 -0.38
O 3.43 0.73 -0.23
H 3.41 1.68 -0.32
H 3.47 0.21 0.57
```

The SMILES is C=C/C=C(/C)CCN.O.O.O. The value obtained for the LUMO energy is 0.2 eV. The value obtained for the energy relative to the best compared isomer or geometry (same formula, charge and spin) is 145.32 kJ/mol. The HOMO energy comes out at -8.73 eV.

=====

3.
Molecular formula: C7H19NO3
Method: DFT, wB97M-V/def2-TZVPD

```
30
Properties=species:S:1:pos:R:3
C -1.22 0.04 -1.49
C -1.90 0.03 -0.10
C -1.25 0.94 0.89
C -1.63 2.25 1.02
C 0.82 1.35 2.16
C -0.14 0.46 1.72
C -0.24 -0.91 2.39
N -1.48 1.31 -2.15
H -0.14 -0.11 -1.33
H -1.72 -0.75 -2.02
H -2.06 -0.99 0.27
H -2.98 0.23 -0.13
H -1.10 2.89 1.72
H -2.43 2.75 0.50
H 1.57 1.18 2.90
H 0.79 2.41 1.92
H -1.01 -1.52 1.93
H 0.70 -1.44 2.40
H -0.63 -0.77 3.41
H -0.87 1.43 -2.94
H -1.43 2.13 -1.55
H 1.61 -0.89 -0.95
H 2.44 -1.82 -1.91
O 2.40 -1.43 -1.04
H 2.48 -0.24 -2.76
H 1.99 1.11 -2.99
O 1.99 0.25 -3.43
H 1.51 -2.60 0.57
H 1.94 -3.91 0.08
O 1.98 -3.39 0.90
```

Its expectation value of S² is 0.79. The net charge is +1. The value obtained for the LUMO energy (alpha / beta) is -5.2 / -8.2 eV. The value obtained for the energy relative to the best compared isomer or geometry (same formula, charge and spin) is 155.52 kJ/mol. As for the spin multiplicity: 2. The HOMO energy (alpha / beta) comes out at -13.23 / -13.11 eV.

=====

4.
Molecular formula: C7H19NSSi
Method: DFT, wB97M-V/def2-TZVPD

```
29
Properties=species:S:1:pos:R:3
C -1.39 2.05 1.10
C 2.06 0.01 3.41
C -1.41 -2.37 -1.70
C -1.27 0.62 -2.93
C 1.45 -1.18 -2.68
C 0.05 2.05 1.49
C 0.84 -0.37 2.56
N -0.32 -0.48 0.23
Si -0.39 -0.84 -2.00
S 0.85 0.38 0.83
H -2.03 1.12 1.37
H -1.84 2.92 1.67
H -1.48 2.06 0.06
H 2.96 -0.68 3.06
H 2.32 1.13 3.26
H 1.91 -0.20 4.42
H -2.19 -2.36 -1.07
H -1.83 -2.62 -2.72
H -0.79 -3.26 -1.54
H -1.74 0.15 -3.78
H -2.17 1.07 -2.44
H -0.66 1.45 -3.35
H 1.76 -2.10 -2.15
H 1.42 -1.35 -3.73
H 2.16 -0.44 -2.50
H 0.15 1.99 2.54
H 0.48 2.94 1.24
H -0.12 -0.26 3.13
H 1.21 -1.41 2.25
```

The value obtained for the LUMO energy is 0.8 eV. The value obtained for the energy relative to the best compared isomer or geometry (same formula, charge and spin) is 371.86 kJ/mol. The HOMO energy comes out at -7.36 eV.